<P>
Formula: C3H10N2O2
Source: OMol25
Level of theory: ωB97M-V/def2-TZVPD

Structure (ORCA input):
```
! RIJCOSX wB97M-V def2-TZVPD def2/J DEFGRID3
* xyz 0 1
C -0.75056 0.00823 -0.68867
C -1.34051 -0.40270 0.66676
N -2.40481 0.53113 1.01055
N 0.50082 -0.75281 -0.95250
H -1.44929 -0.09208 -1.49376
H -0.45361 1.05600 -0.65806
H -1.61393 -1.46364 0.52810
H -0.58846 -0.33495 1.47345
H -2.75685 0.33790 1.96221
H -3.22463 0.28350 0.42460
H 0.33492 -1.74770 -0.74902
H 0.67945 -0.63999 -1.96439
O 3.96685 1.40071 0.50505
C 2.98824 0.80899 0.04728
O 1.86948 0.51170 0.78331
H 2.98453 0.45159 -1.01048
H 1.25836 0.04410 0.11557
*
```

Calculated values
E_LUMO: 0.6 eV
HOMO-LUMO gap: 0.3808 Eh
structure (SMILES): NCCN.O=CO

<Q>
Formula: C3H10N2O2
Source: OMol25
Level of theory: ωB97M-V/def2-TZVPD

Structure (ORCA input):
```
! RIJCOSX wB97M-V def2-TZVPD def2/J DEFGRID3
* xyz 0 1
C 0.36903 -0.42011 -0.80297
C -1.03036 -0.03174 -1.28998
C 1.15295 1.68270 1.32069
N 0.49228 -1.72700 -0.37808
N -2.15743 -0.46035 -0.48411
O 1.36266 0.21442 -1.16831
O 0.28226 0.44324 1.40205
H 0.87767 -0.31372 1.56784
H 1.42835 -2.09803 -0.32789
H -0.32443 -2.27163 -0.17056
H -2.23785 -1.46965 -0.44282
H -2.05491 -0.10066 0.46272
H -1.05000 1.05575 -1.37694
H -1.13799 -0.44439 -2.29573
H 1.83866 1.71252 0.48073
H 1.72791 1.70788 2.25259
H 0.46121 2.52076 1.25076
*
```

Calculated values
E_LUMO: 0.8 eV
HOMO-LUMO gap: 0.3584 Eh
structure (SMILES): NCC(N)=O.CO

<R>
Formula: C3H10N2O2
Source: OMol25
Level of theory: ωB97M-V/def2-TZVPD

Structure (ORCA input):
```
! RIJCOSX wB97M-V def2-TZVPD def2/J DEFGRID3
* xyz 0 1
N 0.55017 1.14629 -1.25424
C 1.26972 0.00257 -0.91656
C 1.10630 -0.37978 0.62914
N -0.28993 -0.85101 0.73548
C -1.11632 0.05030 1.50968
O 1.40764 0.60609 1.37610
H 0.57919 1.82000 -0.49918
H -0.41551 0.77495 -1.47703
H 1.72542 -1.28434 0.80411
H 0.91070 -0.83409 -1.50976
H -0.72347 -0.88192 -0.21698
H -1.28897 1.00551 0.97949
H -2.06367 -0.45577 1.67143
H -0.59385 0.26454 2.44359
H 2.33752 0.13979 -1.10211
H -2.04772 -0.69847 -1.89666
O -1.34722 -0.42466 -1.27650
*
```

Calculated values
E_LUMO: -3.2 eV
HOMO-LUMO gap: 0.2191 Eh

The structure with the least stability is <R>.

<P>
Formula: C4H11N2O
Source: OMol25
Level of theory: ωB97M-V/def2-TZVPD

Structure (ORCA input):
```
! RIJCOSX wB97M-V def2-TZVPD def2/J DEFGRID3
* xyz 2 2
N -0.62277 -2.00115 -1.88593
C 0.15234 -1.08840 -1.00422
C -0.66898 -0.84063 0.26074
N -0.28061 0.09676 1.21581
C 0.82068 0.96770 1.18875
C 0.40689 2.48683 0.99057
O -1.71131 -1.40695 0.42335
H -1.51116 -1.58864 -2.19421
H -0.08580 -2.19375 -2.74174
H -0.81449 -2.90333 -1.43454
H 0.33553 -0.14597 -1.51215
H 1.12164 -1.54789 -0.80048
H -0.90144 0.11522 2.03438
H 1.51100 0.70369 0.39408
H 1.32156 0.90444 2.16126
H -0.32427 2.76591 1.73907
H 1.31302 3.06154 1.14940
H -0.06182 2.61461 0.01587
*
```

Calculated values
E_LUMO (spin up / spin down): -8.0 / -13.0 eV
HOMO-LUMO gap (spin up / spin down): 0.4681 / 0.2877 Eh

<Q>
Formula: C4H11N2O
Source: OMol25
Level of theory: ωB97M-V/def2-TZVPD

Structure (ORCA input):
```
! RIJCOSX wB97M-V def2-TZVPD def2/J DEFGRID3
* xyz 2 2
O 2.70150 0.13960 -0.49966
C 1.72676 0.69132 -1.02119
N 1.72051 1.74718 -1.80232
C 0.26108 0.37991 -0.41358
N 0.36762 -0.86711 0.40139
C -0.86716 -1.27883 1.22133
C -2.13202 -0.38134 1.04096
H 1.01761 2.14194 -2.42034
H 2.65915 2.00374 -2.12918
H -0.15458 1.30289 -0.00426
H -0.27933 0.29060 -1.39100
H 1.22806 -0.68263 0.93396
H 0.64350 -1.69839 -0.14008
H -0.67990 -1.24210 2.30840
H -1.05232 -2.31170 0.88201
H -2.98097 -0.69866 1.62647
H -2.39758 -0.14458 -0.01588
H -1.78193 0.60817 1.42298
*
```

Calculated values
E_LUMO (spin up / spin down): -9.1 / -14.2 eV
HOMO-LUMO gap (spin up / spin down): 0.4165 / 0.2269 Eh

The structure with the least stability is <Q>.

<P>
Formula: C3H27N2O9
Source: OMol25
Level of theory: ωB97M-V/def2-TZVPD

Structure (ORCA input):
```
! RIJCOSX wB97M-V def2-TZVPD def2/J DEFGRID3
* xyz 1 1
C 3.31937 -2.59366 0.90987
C 2.11060 -1.66586 0.93805
C 1.55609 -1.37541 -0.26309
N 0.60719 -0.21283 -0.39643
N 1.48134 -1.50314 2.15583
H 2.97438 -3.65177 0.77353
H 3.88698 -2.49158 1.82794
H 3.96471 -2.27793 0.06045
H 1.86867 -1.77871 -1.21569
H -0.25348 -0.16349 0.17842
H 0.17939 -0.30731 -1.33905
H 1.10974 0.66108 -0.19094
H 2.07916 -1.25263 2.91708
H 0.75036 -0.81822 2.14058
H -2.07242 -1.80678 -2.72541
H -3.36354 -2.69689 -2.93886
O -2.87594 -2.17500 -2.29889
H -0.92510 1.11369 2.92935
H -0.00270 1.66978 1.77340
O -0.04946 1.03208 2.49400
H -3.59581 3.02929 -0.38314
H -2.19501 3.54243 0.21040
O -2.64176 3.00961 -0.45108
H -1.44098 1.45697 -2.05013
H -1.98713 1.30418 -3.40194
O -1.11785 1.54011 -2.95953
H 1.28596 3.06321 -0.29019
H 1.53979 2.27751 -1.60074
O 1.00524 2.29610 -0.79724
H -2.41568 -0.37217 2.63231
H -2.44449 -0.45441 4.31483
O -2.34209 0.03146 3.50077
H 1.85957 1.58907 2.06833
H 2.40914 3.08113 1.86861
O 2.10852 2.27564 1.43266
H -2.90275 -0.39852 -0.54619
H -2.07579 -1.71222 -0.32093
O -2.18086 -0.79212 -0.05202
H 0.78013 -1.39772 -3.54030
H -0.10856 -0.31990 -4.09794
O 0.11507 -0.75509 -3.26672
*
```

Calculated values
E_LUMO: -2.6 eV
HOMO-LUMO gap: 0.3363 Eh

<Q>
Formula: C3H27N2O9
Source: OMol25
Level of theory: ωB97M-V/def2-TZVPD

Structure (ORCA input):
```
! RIJCOSX wB97M-V def2-TZVPD def2/J DEFGRID3
* xyz 1 1
C 3.75638 -2.65851 0.85533
C 2.44470 -1.92296 0.76901
C 1.88447 -1.79043 -0.44607
N 0.56454 -1.12724 -0.49076
N 2.15616 -1.20960 1.90439
H 4.53380 -1.94009 0.57426
H 3.81938 -3.47158 0.13590
H 4.05672 -3.04626 1.82658
H 2.40855 -2.07706 -1.33802
H -0.18139 -1.68695 -0.04666
H 0.18176 -0.75042 -1.36891
H 0.65353 -0.34096 0.15368
H 2.32892 -1.61573 2.80301
H 1.28628 -0.71454 1.91746
H -2.22972 -1.49528 -2.06581
H -3.22688 -2.70166 -1.85278
O -2.91950 -1.88455 -1.48837
H -1.03506 1.38139 2.28995
H -0.17196 1.90223 3.39700
O -0.09771 1.47378 2.55073
H -3.45805 2.61117 -1.09261
H -2.52955 3.89315 -1.10699
O -2.65053 2.99945 -0.76963
H -0.59457 1.87468 -1.78764
H -2.12360 1.48599 -2.09421
O -1.20140 1.44481 -2.36904
H 1.39861 1.92396 -0.33533
H 2.02451 2.31750 -1.58935
O 1.33343 1.71155 -1.29594
H -3.07209 2.29096 1.19899
H -3.60507 1.48063 2.32430
O -2.78006 1.63147 1.85024
H 1.22070 2.18202 1.76478
H 2.54207 3.00468 1.60623
O 2.06249 2.23964 1.25266
H -2.17848 -2.25609 1.30449
H -2.30220 -1.33845 0.04332
O -1.83086 -1.46647 0.89737
H -0.36955 -1.28119 -3.78749
H -1.13049 -0.04788 -3.01188
O -0.96824 -1.02515 -3.08220
*
```

Calculated values
E_LUMO: -2.4 eV
HOMO-LUMO gap: 0.3378 Eh

The structure with the least stability is <P>.

<P>
Formula: C2H2BO3
Source: OMol25
Level of theory: ωB97M-V/def2-TZVPD

Structure (ORCA input):
```
! RIJCOSX wB97M-V def2-TZVPD def2/J DEFGRID3
* xyz -1 1
B -0.36273 -0.97801 -0.78336
C 0.24998 0.48951 1.34004
C 0.31810 1.21601 0.13160
O 1.21291 1.79278 -0.49612
O -0.47338 0.31673 2.27645
O -0.55833 0.29034 -0.64149
H -1.07647 -1.56352 -1.44436
H 0.68992 -1.56383 -0.38275
*
```

Calculated values
E_LUMO: 3.8 eV
HOMO-LUMO gap: 0.2175 Eh
structure (SMILES): BOC([O-])=C=O

<Q>
Formula: C2H2BO3
Source: OMol25
Level of theory: ωB97M-V/def2-TZVPD

Structure (ORCA input):
```
! RIJCOSX wB97M-V def2-TZVPD def2/J DEFGRID3
* xyz -1 1
B 0.34772 -0.47693 -0.85774
C -0.46858 0.62600 -0.07892
C 0.13685 0.16225 1.17403
O 0.73793 -0.88238 0.63645
O -1.92196 1.46662 -0.34219
O 0.17581 0.52594 2.32482
H -0.31093 -1.31110 -1.39374
H 1.30317 -0.11042 -1.46271
*
```

Calculated values
E_LUMO (spin up / spin down): 3.3 / 3.1 eV
HOMO-LUMO gap (spin up / spin down): 0.3223 / 0.3036 Eh

The structure with the least stability is <Q>.

<P>
Formula: C3H8N2O
Source: OMol25
Level of theory: ωB97M-V/def2-TZVPD

Structure (ORCA input):
```
! RIJCOSX wB97M-V def2-TZVPD def2/J DEFGRID3
* xyz 0 1
N -1.31902 -1.67668 -0.09808
C 0.14344 -1.62519 0.06542
C 0.69127 -0.23400 -0.07360
N -0.20886 0.79804 0.14942
C 0.35028 2.14867 0.12746
O 1.82093 0.04014 -0.39934
H -1.60404 -0.93913 -0.72079
H -1.54154 -2.55890 -0.53400
H 0.39398 -1.90810 1.08912
H 0.66730 -2.22468 -0.67559
H -1.02858 0.75353 0.73129
H 1.28776 2.22546 0.68537
H 0.72266 2.35845 -0.87585
H -0.37558 2.84238 0.52914
*
```

Calculated values
E_LUMO: 0.9 eV
HOMO-LUMO gap: 0.3873 Eh
structure (SMILES): CNC(=O)CN

<Q>
Formula: C3H8N2O
Source: OMol25
Level of theory: ωB97M-V/def2-TZVPD

Structure (ORCA input):
```
! RIJCOSX wB97M-V def2-TZVPD def2/J DEFGRID3
* xyz 0 1
C 2.82117 -1.39017 -0.06396
C 1.71445 -1.19620 -0.86649
O 0.54562 -0.83418 -0.28811
H 2.46986 -1.44075 0.97610
H 3.69831 -0.92959 -0.54206
H 1.83965 -1.04984 -1.95772
H 0.17928 -0.09238 -0.80242
N -1.86532 0.38092 1.31452
C -1.89786 1.43895 0.46922
N -1.13774 1.56449 -0.57866
H -2.71162 -0.16942 1.40764
H -1.07852 -0.23556 1.11480
H -2.74533 2.14592 0.42137
H -0.99756 2.57315 -0.68410
*
```

Calculated values
E_LUMO: 1.0 eV
HOMO-LUMO gap: 0.3456 Eh
structure (SMILES): [H]/N=C/N.C=CO

<R>
Formula: C3H8N2O
Source: OMol25
Level of theory: ωB97M-V/def2-TZVPD

Structure (ORCA input):
```
! RIJCOSX wB97M-V def2-TZVPD def2/J DEFGRID3
* xyz 0 1
O -2.24236 2.70785 -0.69433
C -1.38158 1.84040 -0.72956
C -1.09528 0.72430 0.18696
N 0.33592 0.36847 0.33521
C 0.71122 -1.05994 0.37343
N 2.07790 -1.42894 0.14950
H -0.77002 1.77256 -1.68665
H -1.67214 0.95720 1.10773
H -1.66968 -0.17246 -0.18596
H 0.66821 0.71800 1.21303
H 0.13608 -1.35942 -0.53975
H 0.36320 -1.58449 1.26910
H 2.32221 -1.08643 -0.78338
H 2.21632 -2.39709 -0.01533
*
```

Calculated values
E_LUMO: 0.9 eV
HOMO-LUMO gap: 0.3855 Eh
structure (SMILES): NCNCC=O

<S>
Formula: C3H8N2O
Source: OMol25
Level of theory: ωB97M-V/def2-TZVPD

Structure (ORCA input):
```
! RIJCOSX wB97M-V def2-TZVPD def2/J DEFGRID3
* xyz 0 1
O 1.54366 -0.03784 0.31212
C 0.63641 -0.61350 -0.29934
N -0.71314 -0.06304 -0.52065
C -0.72556 1.31089 0.03417
N -1.20574 1.49346 1.36730
C 0.66628 -2.01848 -0.89272
H -1.16700 -0.36769 -1.37588
H 0.28002 1.61282 0.28160
H -1.22919 1.95543 -0.74119
H -1.79383 0.66216 1.50831
H -0.61688 1.44641 2.14710
H 0.89639 -2.71670 -0.24236
H -0.19398 -2.36238 -1.48095
H 1.44460 -2.01369 -1.57280
*
```

Calculated values
E_LUMO: 0.9 eV
HOMO-LUMO gap: 0.3770 Eh
structure (SMILES): CC(=O)NCN

The structure with the least stability is <Q>.

<P>
Formula: C3H8N2O
Source: OMol25
Level of theory: ωB97M-V/def2-TZVPD

Structure (ORCA input):
```
! RIJCOSX wB97M-V def2-TZVPD def2/J DEFGRID3
* xyz 0 1
C -0.69535 1.69520 -0.48391
C 0.80212 1.09010 -0.18152
C 0.47131 -1.24108 0.43069
H -2.46483 0.72365 0.00959
H -1.04184 1.62413 -1.53531
H -0.76440 2.80487 -0.23374
H 1.01459 1.45387 0.89486
H 1.38918 1.72514 -0.82403
H 1.00781 -0.69559 -1.39686
H 0.26286 -0.75368 1.35597
H -0.08695 -2.83179 1.15613
N 0.97415 -0.36133 -0.49834
N 0.38912 -2.54833 0.28173
O -1.54097 0.88146 0.43726
*
```

Calculated values
E_LUMO: 0.8 eV
HOMO-LUMO gap: 0.3488 Eh
structure (SMILES): [H]/N=C/NCCO

<Q>
Formula: C3H8N2O
Source: OMol25
Level of theory: ωB97M-V/def2-TZVPD

Structure (ORCA input):
```
! RIJCOSX wB97M-V def2-TZVPD def2/J DEFGRID3
* xyz 0 1
C -0.20993 -0.92369 -0.49191
N 1.07902 0.23926 -0.41241
C -0.53028 0.28210 0.13492
N 2.11124 -0.09504 0.47739
C -1.11517 1.29807 0.70358
O -2.16673 -1.26968 0.04314
H -2.76935 -1.10438 -0.69320
H 1.30319 0.83451 -1.20927
H 2.88233 -0.54293 -0.00713
H 2.44141 0.72004 0.98211
H -0.38266 -1.07177 -1.55055
H 0.08290 -1.76322 0.12548
H -0.57532 2.21308 0.90942
H -2.15066 1.18366 0.98842
*
```

Calculated values
E_LUMO: 0.5 eV
HOMO-LUMO gap: 0.2951 Eh

The structure with the least stability is <Q>.